<i>
{
  "formula": "C8H12NOS",
  "method": "ωB97M-V with the def2-TZVPD basis set",
  "elements": ["C", "C", "C", "O", "S", "C", "C", "N", "C", "C", "C", "H", "H", "H", "H", "H", "H", "H", "H", "H", "H", "H", "H"],
  "xyz": [[4.033, -1.332, 0.476], [3.156, -0.523, 0.370], [2.079, 0.093, -0.298], [1.774, -0.074, -1.462], [1.489, 1.495, 0.691], [0.179, 1.955, -0.529], [-1.221, 1.493, -0.288], [-1.262, 0.052, 0.282], [-2.643, -0.328, 0.724], [-0.629, -0.933, -0.589], [0.191, -1.812, -0.050], [4.872, -1.872, 0.813], [0.763, 1.656, -1.456], [0.211, 3.107, -0.418], [-1.650, 2.019, 0.452], [-1.798, 1.512, -1.100], [-0.835, 0.255, 1.280], [-3.109, 0.335, 1.510], [-3.356, -0.456, -0.249], [-2.504, -1.361, 1.196], [-0.741, -0.925, -1.707], [0.376, -1.732, 1.027], [0.622, -2.621, -0.672]],
  "nbo_charge": [0.007, -0.213, 0.360, -0.531, 0.223, -0.591, -0.193, -0.414, -0.443, -0.082, -0.339, 0.251, 0.296, 0.274, 0.210, 0.225, 0.468, 0.252, 0.249, 0.247, 0.271, 0.214, 0.261],
  "homo_lumo_gap_ev": 9.849,
  "charge": 1
}

---

<ii>
{
  "formula": "C8H12NOS",
  "method": "ωB97M-V with the def2-TZVPD basis set",
  "elements": ["C", "C", "O", "C", "C", "C", "C", "S", "C", "C", "N", "H", "H", "H", "H", "H", "H", "H", "H", "H", "H", "H", "H"],
  "xyz": [[2.358, -0.109, 0.463], [1.115, -0.330, -0.485], [1.720, -0.431, -1.691], [0.341, -1.460, 0.185], [-1.136, -0.960, 0.190], [-2.413, -1.516, 0.514], [-3.326, -0.531, 0.339], [-2.752, 0.970, -0.194], [-1.201, 0.287, -0.241], [0.113, 0.903, -0.588], [0.441, 2.151, 0.207], [3.065, 0.514, -0.020], [2.865, -1.045, 0.716], [1.979, 0.298, 1.431], [1.136, -0.673, -2.546], [0.685, -1.576, 1.200], [0.411, -2.385, -0.342], [-2.454, -2.420, 0.980], [-4.419, -0.683, 0.461], [-0.008, 1.283, -1.668], [-0.388, 2.801, 0.184], [1.199, 2.780, -0.250], [0.670, 2.130, 1.155]],
  "nbo_charge": [-0.615, 0.271, -0.709, -0.438, 0.008, -0.245, -0.368, 0.477, -0.323, -0.087, -0.681, 0.226, 0.252, 0.184, 0.496, 0.230, 0.249, 0.242, 0.261, 0.236, 0.444, 0.454, 0.438],
  "homo_lumo_gap_ev": 9.119,
  "charge": 1
}

---

Which is most stable, and by how much? <ii>, by 0.1270 hartree.